[1]
{"formula": "C16H13NOS", "method": "ωB97M-V/def2-TZVPD", "symbols": ["C", "C", "C", "C", "S", "C", "C", "C", "C", "C", "C", "C", "C", "C", "C", "N", "O", "C", "C", "H", "H", "H", "H", "H", "H", "H", "H", "H", "H", "H", "H", "H"], "positions_angstrom": [[1.7451, -3.8002, 4.8044], [2.4278, -2.8395, 4.0762], [1.8513, -2.2779, 2.9517], [0.5768, -2.6673, 2.5676], [-0.1949, -1.9789, 1.1138], [-0.1581, -0.1855, 1.5658], [-0.4840, 0.6304, 0.3787], [0.2089, 0.9068, -0.7647], [-0.6696, 1.7458, -1.5055], [-0.4579, 2.3599, -2.8075], [-1.4189, 3.2295, -3.3232], [-1.2307, 3.8239, -4.5553], [-0.0844, 3.5597, -5.2888], [0.8726, 2.6954, -4.7842], [0.6903, 2.0972, -3.5511], [-1.7807, 1.9298, -0.8268], [-1.6776, 1.2448, 0.3302], [-0.1064, -3.6363, 3.2872], [0.4822, -4.2029, 4.4038], [2.2007, -4.2377, 5.6800], [3.4183, -2.5324, 4.3779], [2.3964, -1.5483, 2.3709], [-0.8991, -0.0243, 2.3482], [0.8426, 0.0396, 1.9307], [1.1859, 0.5629, -1.0283], [-2.3041, 3.4227, -2.7383], [-1.9788, 4.4969, -4.9478], [0.0624, 4.0258, -6.2520], [1.7658, 2.4858, -5.3547], [1.4410, 1.4217, -3.1701], [-1.0912, -3.9389, 2.9663], [-0.0504, -4.9560, 4.9650]], "forces_ev_per_a": [[-0.01, -0.06, 0.06], [0.09, 0.05, 0.03], [0.04, -0.04, 0.07], [-0.27, 0.18, -0.37], [0.15, 0.26, 0.06], [-0.19, -0.57, 0.14], [0.53, 0.19, -0.75], [-0.51, -0.04, 0.54], [-0.17, -0.43, 0.97], [-0.04, 0.30, -0.49], [0.10, -0.09, 0.06], [-0.04, 0.04, -0.04], [0.03, 0.00, -0.05], [0.06, 0.03, -0.11], [-0.17, 0.00, 0.17], [-0.17, 0.61, -1.02], [0.31, -0.48, 0.62], [0.02, 0.04, -0.01], [0.04, -0.10, 0.08], [0.03, -0.04, 0.07], [0.08, 0.02, 0.03], [0.04, 0.05, -0.06], [0.12, 0.11, 0.02], [-0.12, 0.10, 0.01], [0.22, -0.11, -0.03], [-0.10, 0.06, 0.02], [-0.06, 0.05, -0.02], [0.01, 0.03, -0.07], [0.06, -0.02, -0.04], [0.07, -0.07, 0.05], [-0.11, 0.00, 0.00], [-0.04, -0.07, 0.05]], "homo_lumo_gap_ha": 0.3484, "max_force_ev_per_a": 1.198, "mol_weight_g_mol": 267.4, "e_above_lowest_ev": 0.012, "charge": 0, "e_tot_ha": -1145.6455, "smiles": "c1ccc(SCc2cc(-c3ccccc3)no2)cc1"}

[2]
{"formula": "C4H5N2O", "method": "ωB97M-V/def2-TZVPD", "symbols": ["C", "C", "C", "C", "N", "N", "O", "H", "H", "H", "H", "H"], "positions_angstrom": [[1.7537, 0.6633, 0.2927], [0.7745, 1.1007, -0.4893], [-2.4981, 0.1771, 0.5951], [0.4319, -1.2026, -0.4136], [0.9250, -0.5099, 0.7248], [-0.1306, 0.0451, -0.1132], [-3.2261, -0.1765, -0.1963], [2.6358, 0.9064, 0.7470], [0.6609, 2.0396, -1.1978], [-2.0116, 0.3057, 1.5814], [0.9437, -1.3663, -1.3362], [-0.2590, -1.9827, -0.1943]], "forces_ev_per_a": [[1.13, -5.71, 3.58], [-5.26, 3.31, -5.07], [2.77, 1.81, 0.74], [-0.48, -1.43, -1.12], [4.45, 1.01, 1.75], [-1.97, 4.60, -2.14], [-1.90, -1.21, -0.72], [1.99, 0.95, 1.04], [-0.20, -2.29, 1.63], [-1.12, -0.64, 0.06], [0.78, 0.26, -0.29], [-0.18, -0.67, 0.53]], "homo_lumo_gap_ha": [0.1660, 0.2690], "max_force_ev_per_a": 8.024, "mol_weight_g_mol": 97.1, "e_above_lowest_ev": 6.288, "charge": 1, "spin_multiplicity": 3, "e_tot_ha": -339.5346, "s2": 2.023}

[3]
{"formula": "C4H6O2", "method": "ωB97M-V/def2-TZVPD", "symbols": ["O", "C", "C", "C", "O", "C", "H", "H", "H", "H", "H", "H"], "positions_angstrom": [[0.1055, 0.5014, 2.3935], [-0.1335, 0.4400, 1.1933], [0.3833, 1.1241, -0.0560], [0.2766, -0.2647, -0.7474], [-0.5724, -0.1425, -1.8705], [-0.3733, -0.8715, 0.5797], [-0.3381, 1.8188, -0.4939], [1.3683, 1.5884, 0.0328], [1.2387, -0.6952, -1.0349], [-0.7848, -1.0195, -2.2144], [0.1175, -1.0210, 1.6908], [-1.2878, -1.4583, 0.5271]], "forces_ev_per_a": [[-0.32, 2.21, -0.31], [-0.12, 0.99, 1.20], [0.04, 0.09, 0.07], [0.49, -0.10, 0.55], [-0.17, -0.38, 0.42], [0.05, -0.44, 1.07], [0.08, -0.10, 0.01], [-0.17, -0.05, -0.02], [-0.04, 0.00, 0.08], [0.09, 0.10, 0.07], [0.17, -2.75, -3.06], [-0.12, 0.43, -0.07]], "homo_lumo_gap_ha": 0.3863, "max_force_ev_per_a": 4.118, "mol_weight_g_mol": 86.1, "e_above_lowest_ev": 3.564, "charge": 0, "e_tot_ha": -306.3753, "smiles": "O=C1CC(O)C1"}

[4]
{"formula": "C3H4F2S", "method": "ωB97M-V/def2-TZVPD", "symbols": ["F", "C", "F", "C", "C", "S", "H", "H", "H", "H"], "positions_angstrom": [[-1.5759, -0.7468, -0.8485], [-1.1668, 0.2850, 0.0384], [-0.9624, 1.4084, -0.7022], [0.1972, -0.0410, 0.5768], [1.1871, -0.3863, -0.4384], [2.6526, 0.2526, -0.4747], [-1.9398, 0.3443, 0.7933], [0.5657, 0.8111, 1.1533], [0.0589, -0.9292, 1.2204], [0.9833, -0.9981, -1.3183]], "forces_ev_per_a": [[0.27, 1.20, 0.87], [1.01, -1.21, -1.53], [-1.16, 0.09, 0.01], [-0.83, -1.02, 1.26], [0.99, 0.35, -1.56], [0.64, 0.19, 0.24], [-0.28, 0.59, -0.08], [-0.13, -0.24, 0.15], [0.19, 0.33, 0.10], [-0.71, -0.27, 0.54]], "homo_lumo_gap_ha": 0.3157, "max_force_ev_per_a": 2.194, "mol_weight_g_mol": 110.1, "e_above_lowest_ev": 0.301, "charge": 0, "e_tot_ha": -714.5968, "smiles": "FC(F)CC=S"}

charge of number 1 (C16H13NOS)?
0

charge of number 3 (C4H6O2)?
0

charge of number 1 (C16H13NOS)?
0

Which value of charge does entry 3 give?
0